ORCA calculation (ωB97M-V with the def2-TZVPD basis set) on C5H4N2O2 in the gas phase.

LUMO energy (alpha / beta) = -2.7926 / -2.7945 eV
HOMO level (alpha / beta) = -8.931 / -8.931 eV
Energy relative to the best compared isomer or geometry (same formula, charge and spin) = 543.3 kJ/mol
HOMO-LUMO gap (alpha / beta) = 0.22559 / 0.22550 hartree
Spin multiplicity = 1

Geometry as XYZ:
```
13
Properties=species:S:1:pos:R:3:lowdin_charge:R:1
C 1.83 0.83 -0.11 0.022
C 2.85 -0.16 0.01 -0.146
C 0.59 0.08 -0.03 -0.275
C -3.11 0.28 0.06 -0.206
C -1.76 -0.28 -0.04 0.010
N 2.26 -1.33 0.11 -0.051
N 1.03 -1.28 0.05 0.025
O -4.12 -0.38 -0.05 0.092
O -0.68 0.41 -0.14 0.118
H 1.80 1.91 -0.28 0.096
H 3.88 -0.13 0.05 0.074
H -3.04 1.32 0.25 0.116
H -1.53 -1.28 0.12 0.123
```



ORCA calculation (ωB97M-V with the def2-TZVPD basis set) on 2 unconnected molecules or ions with the total composition C16H23N3O4S.

LUMO energy = -0.5398 eV
HOMO level = -6.911 eV
SMILES = CCOC(=O)/C=C(C)\N=N\C(=O)Nc1ccccc1.C=S(C)(C)=O
Energy relative to the best compared isomer or geometry (same formula, charge and spin) = 733.8 kJ/mol
HOMO-LUMO gap = 0.23412 hartree
Spin multiplicity = 1

Geometry as XYZ:
```
47
Properties=species:S:1:pos:R:3:lowdin_charge:R:1
C -2.58 3.03 -4.04 -0.076
C -2.02 1.80 -3.36 -0.212
O -1.40 2.23 -2.10 -0.057
C -0.92 1.16 -1.40 -0.454
O -0.82 0.08 -1.97 0.097
C -0.72 1.47 0.01 -0.046
C 0.01 0.49 0.69 -0.315
C 0.40 0.68 2.12 -0.057
N 0.36 -0.69 0.10 0.082
N 0.60 -1.74 0.80 0.068
C 0.92 -2.89 0.02 -0.473
O 1.08 -2.90 -1.20 0.053
N 0.93 -3.96 0.91 0.113
C 1.24 -5.28 0.61 -0.228
C 1.33 -6.26 1.63 -0.037
C 1.70 -7.57 1.32 -0.103
C 1.99 -7.94 0.00 -0.111
C 1.89 -6.99 -1.02 -0.091
C 1.53 -5.68 -0.71 -0.022
H -3.02 2.82 -5.02 0.078
H -3.37 3.46 -3.41 0.075
H -1.80 3.79 -4.16 0.077
H -2.81 1.08 -3.11 0.127
H -1.27 1.27 -3.98 0.128
H -1.54 2.06 0.55 0.136
H 1.10 1.56 2.24 0.067
H -0.52 0.87 2.75 0.091
H 0.88 -0.29 2.45 0.071
H 0.74 -3.67 1.88 0.145
H 1.11 -5.98 2.66 0.101
H 1.78 -8.32 2.11 0.097
H 2.28 -8.97 -0.24 0.094
H 2.10 -7.26 -2.07 0.110
H 1.46 -4.90 -1.49 0.097
C -0.14 3.54 0.01 -0.277
S 0.08 4.44 1.42 0.753
C 0.81 6.08 1.18 -0.168
C -1.54 4.76 2.18 -0.140
O 0.93 3.77 2.42 -0.390
H -0.89 3.96 -0.66 0.056
H 0.82 3.23 -0.49 0.102
H 0.11 6.74 0.63 0.068
H 1.04 6.53 2.17 0.072
H 1.72 5.91 0.59 0.074
H -2.07 5.55 1.63 0.070
H -2.13 3.83 2.13 0.072
H -1.39 5.10 3.22 0.083
```



ORCA calculation (ωB97M-V with the def2-TZVPD basis set) on 6 unconnected molecules or ions with the total composition C25H49Cl11F.

LUMO energy = 1.8527 eV
HOMO level = -2.073 eV
HOMO-LUMO gap = 0.14426 hartree
Charge = -1
Spin multiplicity = 1

Geometry as XYZ:
```
86
Properties=species:S:1:pos:R:3:lowdin_charge:R:1
C 3.62 1.37 2.03 -0.104
C 4.10 -0.03 1.62 -0.271
C 2.94 -0.88 1.07 -0.215
C 2.71 -0.68 -0.44 -0.209
C 1.27 -0.22 -0.76 -0.214
C 1.07 0.03 -2.27 -0.192
C 0.94 1.52 -2.65 -0.193
C 1.82 2.50 -1.85 -0.191
C 1.03 3.61 -1.10 -0.190
C 0.77 3.29 0.39 -0.212
C -0.65 2.78 0.78 -0.230
C -1.50 2.13 -0.31 -0.353
C -2.90 1.81 0.27 -0.639
Cl -3.97 1.54 -1.25 0.400
C -2.83 0.50 1.05 -0.302
C -2.79 -0.84 0.30 -0.246
F -4.08 -1.34 0.04 -0.120
H 3.38 1.95 1.14 0.058
H 2.75 1.29 2.68 0.044
H 4.39 1.92 2.59 0.068
H 4.53 -0.53 2.50 0.095
H 4.90 0.07 0.89 0.046
H 2.02 -0.69 1.62 0.046
H 3.23 -1.92 1.22 0.079
H 3.41 0.05 -0.87 0.101
H 2.85 -1.61 -0.99 0.093
H 1.05 0.69 -0.20 0.083
H 0.60 -1.00 -0.39 0.107
H 1.89 -0.47 -2.81 0.099
H 0.15 -0.46 -2.60 0.102
H 1.22 1.60 -3.71 0.098
H -0.10 1.80 -2.61 0.089
H 2.46 2.00 -1.13 0.077
H 2.49 3.01 -2.55 0.096
H 1.68 4.49 -1.13 0.093
H 0.13 3.88 -1.64 0.100
H 0.93 4.22 0.94 0.064
H 1.55 2.61 0.74 0.057
H -0.51 2.02 1.55 0.064
H -1.27 3.56 1.22 0.091
H -1.04 1.18 -0.66 0.076
H -1.67 2.78 -1.17 0.065
H -1.95 0.51 1.70 0.024
H -3.70 0.44 1.73 0.090
H -2.25 -0.76 -0.65 0.091
H -2.30 -1.60 0.92 0.080
Cl 4.71 -4.25 -0.24 0.560
C 6.48 -4.14 -0.25 -0.666
C 6.98 -2.86 0.38 -0.651
Cl 6.60 -1.41 -0.57 0.581
H 6.81 -4.23 -1.28 0.066
H 6.85 -4.99 0.32 0.069
H 8.07 -2.91 0.46 0.068
H 6.57 -2.72 1.38 0.068
Cl -5.94 -1.18 -4.11 0.545
C -6.09 -1.48 -2.36 -0.652
C -6.15 -2.95 -2.04 -0.641
Cl -7.66 -3.72 -2.62 0.534
H -6.97 -0.95 -2.01 0.075
H -5.21 -1.04 -1.88 0.020
H -6.12 -3.08 -0.96 0.070
H -5.31 -3.48 -2.48 0.070
Cl -7.34 -3.32 -8.36 0.520
C -7.44 -3.52 -6.59 -0.680
C -7.50 -4.97 -6.19 -0.670
Cl -9.03 -5.75 -6.67 0.517
H -8.31 -2.98 -6.24 0.069
H -6.55 -3.06 -6.17 0.029
H -7.43 -5.04 -5.10 0.022
H -6.68 -5.54 -6.63 0.067
Cl 2.73 6.22 2.96 0.539
C 2.39 5.64 4.60 -0.664
C 2.10 4.16 4.64 -0.689
Cl 0.56 3.76 3.84 0.596
H 1.55 6.22 4.99 0.065
H 3.27 5.85 5.21 0.068
H 2.02 3.83 5.67 0.051
H 2.88 3.59 4.15 0.051
Cl 1.46 0.96 5.40 0.575
C 0.83 -0.69 5.57 -0.643
C 0.91 -1.47 4.29 -0.645
Cl -0.20 -0.85 3.05 0.642
H -0.20 -0.62 5.93 0.069
H 1.43 -1.18 6.34 0.068
H 0.63 -2.51 4.47 0.073
H 1.92 -1.45 3.87 0.058
```



ORCA calculation (ωB97M-V with the def2-TZVPD basis set) on C5H13NS2 in the gas phase.

LUMO energy = 0.6297 eV
HOMO level = -8.608 eV
SMILES = CCNCCCSS
Energy relative to the best compared isomer or geometry (same formula, charge and spin) = 133.2 kJ/mol
HOMO-LUMO gap = 0.33947 hartree
Spin multiplicity = 1

Geometry as XYZ:
```
21
Properties=species:S:1:pos:R:3:lowdin_charge:R:1
C 2.14 2.58 0.20 -0.096
C 1.07 2.00 -0.74 -0.280
N 1.46 0.61 -1.08 -0.095
C 0.49 -0.16 -1.90 -0.227
C 0.27 -1.56 -1.23 -0.238
C -1.14 -1.63 -0.66 -0.625
S -1.74 -0.53 0.59 0.428
S -0.39 -0.40 2.04 0.294
H 2.74 3.28 -0.35 0.055
H 2.81 1.91 0.72 0.062
H 1.70 2.93 1.14 0.068
H 1.10 2.61 -1.65 0.105
H 0.09 1.96 -0.28 0.088
H 2.34 0.76 -1.58 0.103
H -0.44 0.44 -1.90 0.099
H 0.77 -0.37 -2.94 0.106
H 1.02 -1.70 -0.44 0.097
H 0.31 -2.32 -2.01 0.100
H -1.27 -2.69 -0.34 0.075
H -1.93 -1.66 -1.42 0.077
H -0.38 -1.36 3.00 -0.192
```



ORCA calculation (ωB97M-V with the def2-TZVPD basis set) on 2 unconnected molecules or ions with the total composition C2H9N2.

LUMO energy = -9.6068 eV
HOMO level = -15.407 eV
Energy relative to the best compared isomer or geometry (same formula, charge and spin) = 664.7 kJ/mol
HOMO-LUMO gap = 0.21316 hartree
Charge = +1
Spin multiplicity = 1

Geometry as XYZ:
```
13
Properties=species:S:1:pos:R:3:lowdin_charge:R:1
C -0.08 -0.57 0.91 -0.254
N 0.70 0.60 0.79 0.145
C 0.33 -1.47 -0.28 -0.036
N -0.81 1.39 -1.10 0.231
H -1.13 -0.19 0.85 0.170
H 0.15 -1.01 1.88 0.144
H 0.19 1.24 0.04 0.069
H 0.89 1.12 1.64 0.133
H 0.17 -0.82 -1.14 0.055
H -0.16 -2.42 -0.40 0.096
H -0.93 2.40 -0.88 0.075
H -0.73 1.29 -2.12 0.082
H 1.41 -1.55 -0.19 0.091
```



ORCA calculation (ωB97M-V with the def2-TZVPD basis set) on a molecular structure, C9H18FO9Rb.

LUMO energy = 0.0553 eV
HOMO level = -7.694 eV
Energy relative to the best compared isomer or geometry (same formula, charge and spin) = 1666.7 kJ/mol
HOMO-LUMO gap = 0.28480 hartree
Spin multiplicity = 1

Geometry as XYZ:
```
38
Properties=species:S:1:pos:R:3:lowdin_charge:R:1
Rb 18.43 -17.36 14.19 1.886
F 17.83 -16.24 15.74 -0.767
C 15.87 -20.75 13.30 0.013
O 16.95 -20.32 12.38 -0.011
C 18.04 -19.71 12.93 -0.571
O 18.12 -19.13 14.02 -0.342
O 19.05 -19.76 12.11 0.035
C 20.39 -19.45 12.49 -0.038
H 15.46 -19.77 13.57 0.093
H 16.27 -21.31 14.15 0.102
H 15.04 -21.22 12.78 0.094
H 20.52 -18.42 12.80 0.038
H 20.97 -19.56 11.58 0.108
H 20.87 -20.16 13.17 0.125
C 19.14 -17.72 16.74 -0.109
O 19.68 -17.72 15.46 -0.489
C 21.03 -17.48 15.26 -0.521
O 21.79 -16.99 16.07 0.155
O 21.46 -17.74 14.01 -0.116
C 22.80 -17.56 13.65 -0.010
H 19.23 -16.72 17.15 0.106
H 19.74 -18.37 17.38 0.109
H 18.09 -18.01 16.65 0.097
H 23.15 -16.53 13.67 0.114
H 22.95 -17.91 12.63 0.104
H 23.36 -18.14 14.39 0.113
C 20.64 -16.66 10.77 -0.027
O 20.97 -15.76 11.80 0.007
C 20.04 -15.47 12.73 -0.551
O 18.99 -15.95 13.00 -0.236
O 20.57 -14.60 13.67 -0.005
C 19.84 -14.50 14.88 -0.040
H 19.98 -16.28 9.99 0.115
H 20.12 -17.45 11.31 0.059
H 21.52 -17.22 10.46 0.107
H 20.29 -13.84 15.62 0.116
H 19.64 -15.51 15.23 0.034
H 18.84 -14.13 14.66 0.103
```



ORCA calculation (ωB97M-V with the def2-TZVPD basis set) on a molecular structure, C29H28GaN10OS2.

LUMO energy = -3.1323 eV
HOMO level = -11.007 eV
HOMO-LUMO gap = 0.28938 hartree
Charge = +1
Spin multiplicity = 1

Geometry as XYZ:
```
71
Properties=species:S:1:pos:R:3:lowdin_charge:R:1
Ga 0.85 -0.52 0.45 0.131
N 1.46 1.78 3.82 0.214
C 1.23 2.89 3.02 -0.157
C 1.10 4.24 3.32 0.001
C 0.86 5.08 2.26 -0.060
C 0.75 4.60 0.94 -0.054
C 0.88 3.27 0.65 0.008
C 1.12 2.41 1.71 -0.168
N 1.29 1.03 1.75 0.142
C 1.49 0.71 3.00 -0.229
C 1.67 -0.69 3.35 -0.296
C 1.83 -1.32 4.54 -0.289
S 1.96 -3.01 4.29 1.119
C 1.80 -2.77 2.62 -0.409
N 1.66 -1.53 2.27 -0.048
H 1.59 1.77 4.82 0.178
H 1.18 4.61 4.33 0.118
H 0.74 6.14 2.44 0.113
H 0.56 5.31 0.15 0.112
H 0.80 2.89 -0.36 0.098
H 1.87 -0.90 5.53 0.086
H 1.79 -3.58 1.91 0.086
C -3.95 -2.11 -0.21 -0.058
C -3.21 -3.07 -1.12 -0.169
N -1.79 -3.24 -0.79 -0.088
C -1.42 -4.48 -0.12 -0.219
C -1.89 -4.49 1.33 -0.059
C -0.93 -2.28 -1.09 -0.651
S 0.79 -2.49 -0.77 0.830
N -1.42 -1.22 -1.72 0.143
C -0.99 0.00 -1.70 -0.394
O -0.13 0.51 -0.86 -0.093
C -1.54 0.93 -2.71 -0.143
C -2.07 0.43 -3.89 -0.015
C -2.57 1.29 -4.85 -0.064
C -2.57 2.66 -4.61 -0.064
C -2.07 3.16 -3.42 -0.059
C -1.55 2.30 -2.47 -0.017
H -5.00 -2.10 -0.49 0.091
H -3.57 -1.09 -0.32 0.044
H -3.87 -2.39 0.83 0.071
H -3.26 -2.72 -2.16 0.123
H -3.65 -4.07 -1.07 0.122
H -0.34 -4.59 -0.17 0.060
H -1.87 -5.30 -0.68 0.128
H -1.50 -3.62 1.86 0.065
H -1.54 -5.39 1.82 0.081
H -2.97 -4.48 1.41 0.074
H -2.07 -0.64 -4.06 0.112
H -2.96 0.90 -5.77 0.108
H -2.98 3.33 -5.36 0.109
H -2.10 4.22 -3.23 0.109
H -1.19 2.69 -1.53 0.102
N -4.16 1.92 0.33 0.127
C -3.61 1.15 0.98 -0.386
N -3.04 0.25 1.74 0.107
C -1.90 -0.24 1.56 -0.298
N -0.86 -0.79 1.48 0.163
N 2.13 0.66 -2.47 0.191
C 3.12 0.34 -1.62 -0.338
C 4.46 0.43 -2.06 0.002
C 5.48 0.14 -1.20 -0.043
C 5.17 -0.25 0.11 -0.054
C 3.85 -0.33 0.45 -0.123
N 2.82 -0.06 -0.38 0.057
H 2.36 1.03 -3.38 0.120
H 1.20 0.81 -2.12 0.062
H 4.65 0.75 -3.08 0.118
H 6.51 0.21 -1.53 0.118
H 5.94 -0.48 0.83 0.109
H 3.58 -0.62 1.46 0.094
```



ORCA calculation (ωB97M-V with the def2-TZVPD basis set) on a gas-phase ion, C6H12BN2O3 (charge +1).

LUMO energy (alpha / beta) = -2.5732 / -7.4769 eV
HOMO level (alpha / beta) = -10.301 / -13.606 eV
HOMO-LUMO gap (alpha / beta) = 0.28397 / 0.22525 hartree
Charge = +1
Spin multiplicity = 3
<S²> = 2.008

Geometry as XYZ:
```
24
Properties=species:S:1:pos:R:3:lowdin_charge:R:1
B 2.58 0.04 0.24 -0.708
C -1.51 1.95 -0.56 -0.034
C -2.39 1.05 -0.14 0.063
C -1.46 -0.14 0.43 -0.419
C -0.04 1.59 -0.36 -0.086
C 1.11 -0.36 0.73 0.028
C -1.35 -1.31 -0.61 -0.129
N 0.02 0.35 0.42 0.035
N -0.23 -2.14 -0.28 0.173
O -1.81 -0.67 1.63 0.077
O 3.19 -0.84 -0.56 0.205
O 3.06 1.20 0.71 0.207
H -1.74 2.90 -1.01 0.119
H -3.45 0.99 -0.13 0.119
H 0.46 1.49 -1.32 0.156
H 0.47 2.39 0.19 0.149
H 0.97 -1.14 1.46 0.120
H -1.21 -0.88 -1.60 0.140
H -2.32 -1.83 -0.57 0.142
H 0.13 -2.67 -1.06 0.135
H -2.10 0.01 2.25 0.136
H -0.43 -2.76 0.49 0.131
H 4.08 -0.68 -0.86 0.120
H 3.96 1.46 0.53 0.122
```



ORCA calculation (ωB97M-V with the def2-TZVPD basis set) on 3 unconnected molecules or ions with the total composition C4H14O4.

LUMO energy = 0.4646 eV
HOMO level = -10.158 eV
SMILES = C[C@H](O)CCO.O.O
Energy relative to the best compared isomer or geometry (same formula, charge and spin) = 183.9 kJ/mol
HOMO-LUMO gap = 0.39038 hartree
Spin multiplicity = 1

Geometry as XYZ:
```
22
Properties=species:S:1:pos:R:3:lowdin_charge:R:1
C -0.53 0.93 1.96 -0.062
C -0.24 1.41 0.54 -0.333
O -1.38 0.90 -0.36 -0.069
C 1.11 0.92 -0.03 -0.130
C 1.22 0.98 -1.62 -0.199
O 1.23 -0.35 -2.13 -0.056
H -1.61 1.10 2.27 0.100
H 0.05 1.55 2.60 0.068
H -0.39 -0.18 2.02 0.079
H -0.23 2.54 0.32 0.160
H -2.15 1.26 -0.05 0.036
H 1.94 1.56 0.34 0.115
H 1.41 -0.07 0.48 0.137
H 0.44 1.48 -2.08 0.088
H 2.30 1.19 -1.83 0.129
H 0.60 -0.77 -1.63 0.004
O -0.63 -1.36 0.47 -0.077
H -1.13 -0.69 0.07 -0.021
H -1.35 -1.97 0.82 0.117
O -0.53 -3.71 -0.85 -0.123
H -0.59 -2.87 -0.28 -0.017
H 0.45 -3.82 -1.01 0.056
```



ORCA calculation (ωB97M-V with the def2-TZVPD basis set) on a molecular structure, C40H60BBeF4N2Sb.

LUMO energy = -0.2490 eV
HOMO level = -8.079 eV
HOMO-LUMO gap = 0.28776 hartree
Spin multiplicity = 1

Geometry as XYZ:
```
109
Properties=species:S:1:pos:R:3:lowdin_charge:R:1
Be -0.48 0.40 -0.36 0.175
C -3.72 1.00 2.48 -0.048
C -2.80 1.95 1.73 -0.364
C -3.51 3.30 1.52 -0.046
C -1.48 2.21 2.44 -0.131
C -1.51 2.60 3.77 -0.031
C -0.38 3.07 4.42 -0.058
C 0.80 3.19 3.71 -0.039
C 0.90 2.80 2.38 -0.135
C 2.25 2.98 1.69 -0.367
C 3.43 2.54 2.57 -0.071
C 2.47 4.45 1.31 -0.051
C -0.25 2.27 1.76 -0.147
N -0.18 1.84 0.39 0.047
C 0.05 2.80 -0.48 -0.034
C 0.32 2.65 -1.86 -0.128
C 0.49 3.84 -2.60 -0.022
C 0.75 3.82 -3.94 -0.076
C 0.83 2.57 -4.58 -0.051
C 0.68 1.40 -3.89 -0.031
C 0.41 1.39 -2.51 -0.198
N 0.20 0.23 -1.80 0.019
C 0.56 -1.00 -2.45 -0.176
C -0.41 -1.84 -3.05 -0.131
C 0.04 -3.01 -3.66 -0.052
C 1.38 -3.35 -3.72 -0.067
C 2.32 -2.52 -3.14 -0.044
C 1.93 -1.35 -2.50 -0.151
C 3.03 -0.52 -1.84 -0.356
C 4.00 -1.40 -1.06 -0.071
C 3.84 0.31 -2.85 -0.044
C -1.90 -1.54 -3.22 -0.330
C -2.75 -1.40 -1.95 -0.059
C -2.13 -0.36 -4.16 -0.045
H -4.58 0.76 1.86 0.086
H -4.10 1.45 3.40 0.075
H -3.21 0.08 2.75 0.058
H -2.61 1.54 0.74 0.088
H -3.76 3.74 2.48 0.084
H -4.42 3.15 0.94 0.083
H -2.89 3.99 0.95 0.085
H -2.46 2.57 4.30 0.113
H -0.43 3.38 5.45 0.106
H 1.68 3.60 4.21 0.112
H 2.27 2.39 0.78 0.113
H 3.68 3.31 3.30 0.078
H 4.32 2.37 1.95 0.086
H 3.21 1.62 3.11 0.053
H 2.42 5.08 2.20 0.086
H 1.73 4.82 0.60 0.063
H 3.46 4.58 0.86 0.086
H 0.04 3.82 -0.10 0.139
H 0.40 4.79 -2.07 0.119
H 0.86 4.74 -4.50 0.103
H 1.02 2.54 -5.65 0.112
H 0.74 0.45 -4.42 0.120
H -0.69 -3.66 -4.12 0.115
H 1.69 -4.27 -4.22 0.106
H 3.37 -2.78 -3.18 0.112
H 2.55 0.18 -1.15 0.110
H 4.71 -1.89 -1.73 0.077
H 3.49 -2.19 -0.49 0.063
H 4.59 -0.80 -0.36 0.082
H 4.24 -0.35 -3.63 0.085
H 4.68 0.80 -2.35 0.082
H 3.24 1.08 -3.33 0.063
H -2.29 -2.43 -3.73 0.121
H -2.39 -0.61 -1.30 0.021
H -2.79 -2.33 -1.38 0.055
H -3.77 -1.12 -2.21 0.099
H -1.86 0.59 -3.69 0.061
H -3.18 -0.28 -4.43 0.088
H -1.55 -0.48 -5.08 0.085
F -4.44 1.22 -0.76 0.111
B -3.56 1.97 -1.58 -1.189
F -3.56 3.32 -1.23 0.112
F -3.84 1.78 -2.93 0.130
F -2.21 1.46 -1.31 0.037
C -1.54 -4.05 2.89 -0.136
C -1.99 -2.72 2.28 -0.535
C -3.26 -2.90 1.45 -0.147
Sb -0.46 -1.70 1.13 1.655
C 0.85 -1.05 2.74 -0.530
C 0.97 -2.00 3.93 -0.131
C 2.21 -0.73 2.13 -0.143
C 0.61 -3.36 0.21 -0.507
C -0.38 -4.26 -0.54 -0.128
C 1.50 -4.17 1.14 -0.125
H -2.28 -4.36 3.63 0.089
H -0.57 -3.99 3.39 0.040
H -1.48 -4.83 2.14 0.063
H -2.17 -2.01 3.09 0.069
H -3.12 -3.66 0.68 0.066
H -3.58 -1.98 0.96 0.060
H -4.08 -3.24 2.09 0.084
H 0.38 -0.13 3.08 0.069
H 1.41 -2.96 3.65 0.061
H 0.00 -2.19 4.40 0.067
H 1.62 -1.55 4.68 0.084
H 2.69 -1.62 1.73 0.050
H 2.88 -0.33 2.90 0.070
H 2.14 0.01 1.33 0.058
H 1.24 -2.85 -0.52 0.048
H -1.03 -4.80 0.15 0.057
H 0.18 -4.99 -1.13 0.087
H -1.00 -3.69 -1.23 0.047
H 0.94 -4.67 1.93 0.060
H 2.29 -3.58 1.61 0.050
H 2.00 -4.96 0.56 0.087
```



Q: Which energy values were calculated for the entries above? A: -452.73131 -1486.66657 -6143.92806 -1049.38608 -190.62113 -1154.24233 -4465.83938 -595.60112 -461.68623 -2349.35539, in a.u..